[1]
A structure of composition C27H46N13PS3Ti, computed with the ωB97M-V functional and the def2-TZVPD basis.

- HOMO (spin up / spin down) (Eh) = -0.2009 / -0.2765
- multiplicity = 3

Last column: Löwdin spin population.
Element x y z (Å)
Ti 0.44 1.48 -0.35  1.005
N -3.05 2.30 2.50  0.025
C -2.11 2.16 1.49  0.052
S -0.42 2.12 1.97  0.012
N -2.54 2.18 0.27  -0.005
N -1.54 2.07 -0.68  0.216
C -1.92 2.32 -1.94  0.201
C -0.94 2.23 -2.94  0.091
C -1.17 2.53 -4.30  0.048
C -0.14 2.45 -5.20  0.043
C 1.14 2.06 -4.75  0.092
C 1.30 1.79 -3.42  0.019
N 0.32 1.86 -2.51  0.131
H -2.76 1.93 3.39  0.002
H -3.98 2.03 2.22  0.001
H -2.95 2.59 -2.15  0.012
H -2.16 2.83 -4.61  0.000
H -0.31 2.68 -6.24  0.001
H 1.97 1.98 -5.43  0.006
H 2.27 1.49 -3.03  0.000
N 2.75 1.20 0.06  0.018
N 3.80 2.12 -0.15  0.001
C 4.69 2.37 0.85  0.000
N 5.43 3.48 0.66  0.000
S 4.86 1.38 2.18  0.001
H 2.78 0.96 1.05  0.004
H 2.95 0.34 -0.45  0.002
H 3.55 2.88 -0.76  0.000
H 5.12 4.20 0.02  0.000
H 6.02 3.76 1.42  0.000
S 1.52 4.15 -0.53  0.006
C 0.05 4.97 -0.76  0.007
N -0.92 4.78 0.17  0.005
C -2.16 5.27 0.05  0.002
C -2.45 6.07 -1.02  0.002
C -1.40 6.32 -1.90  0.008
N -0.19 5.80 -1.79  0.001
H -0.70 4.11 0.93  0.001
H -2.87 4.99 0.82  0.000
H -3.43 6.49 -1.16  0.000
H -1.54 6.97 -2.76  0.000
N 0.57 -0.39 -0.38  -0.012
P 0.06 -1.69 0.30  -0.002
N -1.54 -2.05 0.01  0.000
C -2.07 -3.40 0.15  0.000
C -3.50 -3.38 0.69  0.000
C -4.40 -2.47 -0.14  0.000
C -3.77 -1.09 -0.28  0.000
C -2.36 -1.20 -0.84  0.001
N 0.29 -1.66 1.94  0.000
C 1.49 -1.01 2.48  0.001
C 1.81 -1.56 3.86  0.000
C 0.68 -1.22 4.84  0.000
C -0.69 -1.30 4.14  0.000
C -0.64 -2.21 2.93  0.000
N 0.81 -3.10 -0.21  -0.001
C 0.71 -3.38 -1.65  0.000
C 2.09 -3.44 -2.28  0.000
C 2.90 -4.60 -1.69  0.000
C 2.51 -4.85 -0.22  0.000
C 2.05 -3.55 0.43  0.000
H -1.42 -3.99 0.80  0.000
H -2.08 -3.90 -0.84  0.000
H -3.48 -3.02 1.73  0.000
H -3.89 -4.40 0.71  0.000
H -5.39 -2.41 0.31  0.000
H -4.52 -2.91 -1.14  0.000
H -3.73 -0.59 0.69  0.000
H -4.38 -0.45 -0.94  0.000
H -1.89 -0.23 -0.92  0.001
H -2.41 -1.63 -1.85  0.000
H 1.34 0.07 2.54  0.001
H 2.34 -1.19 1.81  0.000
H 2.76 -1.14 4.21  0.000
H 1.95 -2.64 3.79  0.000
H 0.83 -0.21 5.23  0.000
H 0.72 -1.90 5.69  0.000
H -0.98 -0.30 3.80  0.000
H -1.46 -1.65 4.84  0.000
H -1.63 -2.26 2.47  0.000
H -0.37 -3.23 3.23  0.000
H 0.12 -2.59 -2.12  0.000
H 0.19 -4.32 -1.81  0.000
H 2.60 -2.49 -2.10  0.000
H 2.00 -3.55 -3.37  0.000
H 3.97 -4.38 -1.76  0.000
H 2.73 -5.51 -2.27  0.000
H 3.34 -5.26 0.34  0.000
H 1.69 -5.57 -0.16  0.000
H 2.86 -2.81 0.34  0.000
H 1.86 -3.70 1.50  0.000



[2]
A structure of composition C27H46N2O4OsPS6Sb, computed with the ωB97M-V functional and the def2-TZVPD basis.

- HOMO (spin up / spin down) (Eh) = -0.2941 / -0.2965
- multiplicity = 5

Last column: Löwdin spin population.
Element x y z (Å)
Os -0.89 0.62 1.91  2.727
S -1.29 -0.94 6.39  0.064
Sb -0.70 0.93 5.30  0.058
S -2.28 1.40 3.47  0.318
S 0.76 0.29 3.40  0.301
S 0.02 2.81 6.23  0.080
O 0.26 -0.39 0.42  0.060
P 1.27 -0.57 -0.72  0.009
C 2.58 -1.79 -0.28  0.002
C 2.04 -2.94 0.59  0.000
C 2.00 -2.62 2.08  0.004
C 3.32 -2.05 2.60  0.001
C 3.74 -0.84 1.78  0.001
C 3.88 -1.22 0.31  0.000
C 0.59 -1.30 -2.27  0.001
C 0.33 -2.81 -2.27  0.000
C -0.98 -3.19 -1.57  0.000
C -2.16 -2.46 -2.21  0.000
C -1.93 -0.96 -2.18  0.000
C -0.62 -0.58 -2.88  0.000
C 1.90 1.05 -1.24  0.002
C 2.94 1.09 -2.39  0.001
C 4.36 1.53 -2.03  0.000
C 4.34 2.74 -1.10  0.000
C 3.61 2.38 0.19  0.000
C 2.15 2.05 -0.09  0.003
H 2.84 -2.20 -1.26  0.000
H 2.70 -3.80 0.42  0.000
H 1.04 -3.24 0.27  0.000
H 1.74 -3.53 2.63  0.000
H 1.21 -1.90 2.26  0.004
H 4.10 -2.82 2.54  0.000
H 3.22 -1.79 3.66  0.001
H 4.68 -0.43 2.15  0.000
H 2.99 -0.06 1.88  0.001
H 4.64 -2.00 0.22  0.000
H 4.23 -0.37 -0.27  0.000
H 1.45 -1.14 -2.93  0.000
H 1.16 -3.37 -1.85  0.000
H 0.26 -3.12 -3.32  0.000
H -0.93 -2.90 -0.52  0.000
H -1.12 -4.27 -1.62  0.000
H -3.09 -2.71 -1.69  0.000
H -2.28 -2.80 -3.25  0.000
H -1.89 -0.62 -1.15  0.000
H -2.76 -0.42 -2.65  0.000
H -0.50 0.50 -2.86  0.000
H -0.67 -0.88 -3.93  0.000
H 0.97 1.39 -1.69  0.000
H 2.56 1.81 -3.12  0.000
H 2.99 0.14 -2.92  0.000
H 4.90 1.75 -2.95  0.000
H 4.91 0.73 -1.53  0.000
H 3.84 3.59 -1.58  0.000
H 5.37 3.06 -0.88  0.000
H 3.64 3.20 0.90  0.000
H 4.12 1.54 0.67  0.000
H 1.61 2.97 -0.33  0.000
H 1.68 1.69 0.83  0.005
C -1.26 -5.47 2.75  0.003
N -1.62 -4.25 2.07  0.017
C -1.69 -3.04 2.65  0.031
N -1.28 -2.91 3.90  0.006
S -2.32 -1.74 1.73  0.152
H -1.19 -6.27 2.02  0.000
H -1.99 -5.75 3.51  0.000
H -0.27 -5.37 3.22  0.001
H -2.01 -4.29 1.14  0.002
H -0.90 -3.69 4.41  0.000
H -1.31 -2.02 4.39  0.000
C -6.37 5.72 -2.17  0.000
C -5.19 4.92 -1.68  0.001
C -3.96 4.98 -2.34  0.000
C -2.88 4.24 -1.88  0.001
C -3.02 3.45 -0.76  0.000
C -4.23 3.37 -0.09  0.002
C -5.31 4.11 -0.55  0.000
S -1.63 2.55 -0.17  0.014
O -1.00 3.26 0.94  0.058
O -0.77 2.31 -1.30  0.004
O -2.23 1.26 0.37  0.060
H -6.13 6.26 -3.08  0.000
H -6.68 6.44 -1.42  0.000
H -7.22 5.07 -2.37  0.000
H -3.86 5.60 -3.22  0.000
H -1.93 4.27 -2.40  0.000
H -4.33 2.74 0.79  0.001
H -6.26 4.05 -0.03  0.000



[3]
A cluster of 2 separate species, C27H47B2Br2ClN6O10P in total, computed with the ωB97M-V functional and the def2-TZVPD basis.

- HOMO (Eh) = -0.3886
- charge = +1

Last column: Mulliken charge in e.
Element x y z (Å)
C -1.82 -4.31 6.94  -0.824
O -1.29 -3.01 6.60  -0.460
B -0.44 -3.06 5.50  0.169
O 0.89 -3.25 5.63  -0.330
N -1.11 -2.88 4.15  0.840
C -1.18 -1.78 3.45  -0.941
N -1.67 -1.80 2.14  0.314
P -1.89 -3.35 1.36  0.100
O -0.58 -4.31 1.74  -0.543
Cl -3.54 -4.23 2.36  -0.251
C -1.05 -0.73 1.25  1.775
C -2.03 0.47 1.60  -1.695
C -1.41 -0.96 -0.25  -2.291
C -1.45 0.14 -1.32  0.923
C -2.00 1.43 -1.32  0.526
C -2.00 2.31 -2.41  -1.507
C -1.45 1.92 -3.63  1.138
C -1.50 2.90 -4.80  -1.372
C -0.91 0.63 -3.69  -1.171
C -0.93 -0.22 -2.59  -0.741
C 0.45 -0.40 1.68  3.016
C 1.36 -1.65 1.90  -1.646
C 2.90 -1.63 1.78  -0.822
O 3.62 -0.44 1.53  -0.481
C 3.56 -2.30 3.05  -1.160
N 3.26 -3.76 3.01  -0.464
C 1.00 0.59 0.63  -1.334
Br 0.96 2.56 0.71  -0.038
C 1.57 0.24 -0.53  0.294
C 2.15 1.23 -1.55  -1.710
Br 1.76 -1.56 -1.20  -0.093
C 0.23 0.23 3.15  -0.908
N 1.54 -0.10 3.94  -0.343
C 2.39 0.79 3.90  0.588
O 3.22 1.62 3.81  -0.536
O 0.25 1.59 3.28  -0.112
B -0.55 2.65 3.64  0.845
O 0.09 3.76 4.17  -0.531
O -1.94 2.81 3.53  -0.611
N -0.65 -0.61 3.99  1.326
C -1.48 -0.01 5.03  -0.228
C -0.78 0.56 6.28  -1.124
N 0.09 -0.34 7.01  -0.507
H -1.93 -4.37 8.03  0.269
H -2.83 -4.48 6.52  0.291
H -1.15 -5.13 6.64  0.325
H 1.07 -3.16 6.58  0.342
H -1.47 -3.78 3.85  0.157
H -0.85 -5.24 1.77  0.398
H -2.93 0.42 0.97  0.965
H -2.39 0.47 2.63  -0.147
H -1.50 1.38 1.28  -0.057
H -0.94 -1.84 -0.71  0.509
H -2.49 -1.25 -0.23  0.959
H -2.49 1.80 -0.42  0.271
H -2.48 3.29 -2.29  0.408
H -1.08 2.49 -5.73  0.143
H -2.52 3.28 -4.99  0.386
H -0.90 3.79 -4.52  0.347
H -0.47 0.32 -4.64  0.366
H -0.52 -1.22 -2.77  0.413
H 0.97 -2.40 1.19  0.961
H 1.19 -2.21 2.84  0.043
H 3.19 -2.36 1.00  0.764
H 4.30 -0.58 0.86  0.473
H 3.20 -1.87 3.99  0.291
H 4.65 -2.11 3.00  0.437
H 3.91 -4.15 2.33  0.244
H 3.44 -4.12 3.93  0.238
H 2.95 1.83 -1.09  0.488
H 2.61 0.72 -2.41  0.439
H 1.35 1.87 -1.97  0.365
H 0.90 3.94 3.68  0.273
H -2.08 3.11 2.62  0.275
H -2.23 0.75 4.70  0.205
H -2.16 -0.80 5.41  0.720
H -0.21 1.49 6.13  0.165
H -1.60 0.83 6.98  0.618
H 0.79 -0.79 6.44  0.173
H -0.40 -0.98 7.62  0.392
C 0.98 3.44 -11.25  -0.702
O 1.51 2.32 -10.56  -0.366
C 1.67 2.55 -9.17  -0.726
C 0.56 1.93 -8.36  -0.194
O -0.69 2.56 -8.62  -0.375
C -1.51 1.81 -9.51  -0.785
H 0.67 3.12 -12.24  0.244
H 0.11 3.87 -10.73  0.303
H 1.75 4.21 -11.36  0.322
H 1.75 3.63 -8.96  0.364
H 2.62 2.09 -8.88  0.371
H 0.77 2.07 -7.30  0.287
H 0.49 0.85 -8.55  0.342
H -1.93 0.94 -8.99  0.318
H -0.95 1.47 -10.38  0.355
H -2.32 2.45 -9.84  0.249



Number 1: calculated total energy -113031.3189 eV. Number 2: calculated total energy -123225.0418 eV. Number 3: calculated total energy -221422.7696 eV.